Entry 1:
# C48H61Cl2F4N11O5S

A 11-piece molecular cluster, C48H61Cl2F4N11O5S overall (ωB97M-V/def2-TZVPD, the OMol25 dataset).

Output
Maximum force   4.07 eV Å⁻¹
Molecular weight   1051.1 g mol⁻¹
Gap between HOMO and LUMO   0.3059 Eh
Calculated total energy   -124138.555 eV
E_HOMO   -8.26 eV
SMILES   CCCOCc1ccc2c(c1CC(=O)O)N(C(F)(F)C(F)F)c1cc([C@@H](Cl)[C@@H](C)Cl)c(CCOC(=O)CC)cc1S2.CC#N.CC#N.CC#N.CC#N.CC#N.CC#N.CC#N.CC#N.CC#N.CC#N

The geometry in XYZ format:
```
132
Properties=species:S:1:pos:R:3:forces:R:3:mulliken_charge:R:1
C 0.307 -5.988 2.337 -0.4964 -0.2549 0.1074 -0.9479
C 0.102 -5.747 0.792 0.6164 0.3902 0.2714 0.1823
C 1.482 -5.653 0.007 -1.1067 -0.6352 0.7760 0.0809
O 2.425 -5.070 0.927 0.5041 0.4504 -0.5333 -0.1961
C 3.573 -4.563 0.267 0.4397 0.4658 -0.4439 -1.4265
C 3.307 -3.214 -0.505 0.1794 0.5312 -1.6182 0.9086
C 3.706 -3.214 -1.928 -1.2701 2.4104 0.9823 -0.7080
C 3.460 -2.021 -2.726 -0.1591 -0.4264 2.6112 -0.7515
C 2.866 -0.874 -2.061 0.0965 0.0800 0.3417 0.9846
C 2.484 -0.810 -0.655 1.2616 -3.2205 -0.5794 -1.1732
C 2.704 -2.035 0.144 1.1001 -0.6997 -1.5307 0.0022
C 2.328 -2.158 1.647 0.2289 0.4234 -0.3624 -0.1614
C 2.698 -0.911 2.518 -1.4424 0.4234 0.2003 0.3480
O 1.848 -0.478 3.258 0.7830 -0.2334 -0.0821 -0.5712
O 3.925 -0.282 2.511 -0.5830 -0.7668 -0.9128 -0.5340
N 1.928 0.362 -0.001 -0.2789 -0.6505 -1.7237 1.6256
C 0.476 0.348 0.087 -0.8700 -0.1349 0.6540 0.6871
F 0.125 1.090 1.213 0.3006 -0.4648 -1.4750 -0.2828
F -0.045 -0.917 0.308 1.0554 1.3935 -0.4138 -0.3132
C -0.312 0.942 -1.137 -1.9934 -0.2281 -0.0164 0.0672
F -0.306 0.078 -2.226 0.4006 1.0041 1.4442 -0.1763
F -1.661 0.997 -0.738 1.4511 -0.0153 -0.3354 -0.3239
C 2.465 1.620 -0.481 1.2572 3.8190 0.6019 -1.5838
C 2.674 2.691 0.525 0.5892 0.0898 -2.7293 0.1121
C 3.217 3.987 0.086 -0.2144 -0.2578 -0.5711 0.1436
C 3.505 5.145 1.118 0.8154 -1.7536 -0.2926 -0.6629
Cl 1.981 6.072 1.451 0.7492 -0.1697 -0.2166 -0.1305
C 4.211 4.595 2.450 -0.0733 2.2657 -0.1809 0.2752
C 4.963 5.843 3.086 0.0845 -0.1356 -0.1795 -1.3008
Cl 2.934 4.108 3.646 0.8695 -0.4518 -0.3783 -0.1680
C 3.524 4.284 -1.320 -0.7699 -2.0502 -0.6278 0.5223
C 4.062 5.653 -1.846 -0.3348 -0.0797 0.7447 -1.5572
C 5.642 5.673 -1.989 -1.9576 0.1015 0.0196 -0.4699
O 6.143 4.955 -0.828 1.6053 0.4693 -0.8641 -0.0139
C 7.523 5.038 -0.746 1.3709 -1.0544 0.7323 0.2202
O 8.199 5.942 -1.166 -0.9921 -0.1599 -0.2359 -0.5493
C 8.222 3.843 0.020 -1.7266 0.8856 0.3245 -0.2353
C 8.355 4.328 1.541 -0.1581 0.2109 -0.4330 -0.8104
C 3.321 3.228 -2.323 -0.3677 0.1618 2.9261 -0.7667
C 2.823 1.947 -1.856 -0.0394 -0.4261 0.1519 1.3226
S 2.623 0.623 -3.101 0.3033 -0.1300 1.2808 -0.4180
H 0.594 -5.067 2.907 -0.0690 -0.8022 -0.6667 0.1437
H 1.060 -6.792 2.554 -0.5903 0.7952 -0.2922 0.2210
H -0.663 -6.342 2.788 0.8309 0.3280 -0.4406 0.3883
H -0.515 -6.575 0.374 0.5830 0.7498 0.1772 -0.2334
H -0.452 -4.780 0.642 0.4037 -0.8852 0.1364 0.1559
H 1.361 -5.021 -0.909 0.2343 -0.7032 0.6539 -0.0244
H 1.822 -6.706 -0.225 -0.2279 1.0980 -0.0967 0.2576
H 4.417 -4.392 0.997 -1.0941 -0.2351 -0.3458 0.3613
H 3.957 -5.345 -0.452 -0.3206 0.8867 0.4347 0.3542
H 4.191 -4.091 -2.417 -0.6034 0.7231 0.6796 0.2395
H 3.753 -1.986 -3.797 -0.3477 0.1231 0.9869 0.3721
H 1.212 -2.293 1.711 1.2038 0.3447 0.1827 0.1096
H 2.760 -3.059 2.157 -0.1619 0.7941 -0.7952 0.6309
H 4.358 -0.383 1.642 -0.1552 -0.2920 0.3840 0.4048
H -0.043 1.984 -1.423 0.1795 -0.9662 0.0648 0.2133
H 2.410 2.472 1.582 0.3283 0.3358 -0.8915 0.1405
H 4.257 5.852 0.679 -1.0020 -0.7184 0.3948 0.2048
H 4.936 3.775 2.201 -1.0361 0.5889 0.2873 0.4075
H 5.542 6.421 2.313 -0.4869 -0.7529 0.5054 0.2966
H 5.707 5.531 3.867 -0.9609 0.2756 -0.5340 0.3550
H 4.196 6.559 3.492 0.8009 -0.8159 -0.1789 0.3626
H 3.586 5.921 -2.831 0.5452 -0.4855 0.9065 0.4959
H 3.697 6.437 -1.125 0.6120 -0.5796 -0.8062 0.3172
H 5.965 6.741 -2.007 0.1190 -1.0320 -0.0668 0.3537
H 5.912 5.109 -2.923 0.0568 0.6501 0.9191 0.3869
H 9.216 3.651 -0.447 -0.9693 0.1895 0.3229 0.3400
H 7.512 2.977 -0.073 1.0299 0.5185 0.1906 0.1948
H 8.142 5.434 1.585 0.4002 -1.0799 0.0541 0.2299
H 7.594 3.833 2.198 0.8574 0.2945 -0.5647 0.1790
H 9.396 4.158 1.915 -1.0378 0.0576 -0.1776 0.3153
H 3.554 3.444 -3.396 -0.2839 -0.5218 1.1334 0.4074
C -3.091 -8.867 -0.655 0.5759 0.2653 -0.1538 -0.6276
C -1.820 -8.355 -1.219 -0.5202 -0.2935 0.1650 0.3977
N -0.834 -7.957 -1.655 -0.1408 -0.1035 -0.0043 -0.4349
H -3.650 -9.400 -1.424 0.0566 0.0404 0.0055 0.3247
H -2.882 -9.548 0.170 0.0423 0.0323 -0.0556 0.2814
H -3.695 -8.037 -0.287 0.1069 -0.0838 -0.0502 0.1207
C -1.445 -2.840 -3.881 0.6998 -0.3428 0.4202 -0.8703
C -0.189 -3.457 -3.390 -0.5210 0.3036 -0.0807 0.3802
N 0.785 -3.934 -3.010 -0.1625 0.0333 -0.1468 -0.4198
H -1.271 -1.796 -4.135 -0.0031 -0.0669 0.0262 0.2386
H -1.794 -3.367 -4.762 0.0500 -0.0297 0.1606 0.3169
H -2.211 -2.896 -3.107 0.0631 0.0035 -0.0204 0.2969
C -1.558 7.241 2.019 -0.3216 0.3640 -0.3666 -0.2840
C -2.297 8.106 1.068 0.0411 0.1274 -0.2313 0.2910
N -2.861 8.781 0.318 0.4657 -0.5928 0.6155 -0.4614
H -1.350 7.791 2.936 -0.0215 -0.0453 -0.0434 0.3367
H -2.153 6.361 2.260 0.0493 0.0483 0.0090 0.2369
H -0.616 6.922 1.573 -0.1152 0.0258 0.0174 -0.0589
C -7.514 -8.145 -1.540 0.8240 0.5084 0.4389 -0.7067
C -6.486 -7.524 -0.670 -0.4119 -0.1216 -0.4171 0.3750
N -5.689 -7.044 0.004 -0.1970 -0.0688 -0.0807 -0.4781
H -7.073 -8.408 -2.502 0.0220 0.0498 0.0476 0.2915
H -7.902 -9.040 -1.071 0.1179 0.1911 0.0906 0.1880
H -8.333 -7.446 -1.703 0.0219 -0.0757 0.0612 0.3164
C -1.030 2.216 3.769 0.1801 0.5395 0.1614 -0.3099
C -0.684 3.624 4.072 -0.1753 -0.5890 -0.1060 0.3082
N -0.419 4.716 4.311 -0.0729 -0.0438 -0.0823 -0.4212
H -1.304 1.697 4.688 0.0300 0.0691 -0.0195 0.3605
H -1.870 2.182 3.076 0.0577 0.0354 0.0161 0.2274
H -0.176 1.714 3.319 -0.0208 0.0293 0.1131 -0.0834
C -2.437 -4.367 5.362 0.4994 -0.2526 0.1606 -0.7108
C -1.185 -4.989 5.855 -0.0971 0.0672 0.0035 0.3434
N -0.215 -5.468 6.251 -0.5204 0.2395 -0.2280 -0.4013
H -2.254 -3.325 5.101 0.0289 -0.0633 0.0155 0.2279
H -2.791 -4.899 4.479 0.0472 0.0167 0.0415 0.2514
H -3.202 -4.412 6.136 0.0671 -0.0146 -0.0208 0.3080
C -5.585 8.480 2.244 -0.0842 -0.1842 0.6903 -0.2381
C -5.867 8.526 3.699 0.0834 -0.0208 -0.6001 0.3063
N -6.085 8.562 4.826 0.0243 -0.0256 -0.1315 -0.4093
H -6.418 8.906 1.694 0.0938 0.0031 0.1116 -0.1610
H -4.685 9.049 2.020 -0.1274 0.0293 -0.0064 0.0935
H -5.439 7.448 1.926 0.0393 0.0238 0.0961 0.3170
C -9.112 -12.054 -2.956 -0.1253 0.4729 0.3036 -0.7693
C -9.455 -10.847 -2.168 -0.0065 -0.5325 -0.3197 0.4005
N -9.722 -9.911 -1.557 -0.3505 -0.4945 -0.2084 -0.4571
H -9.806 -12.860 -2.719 0.0220 0.0694 0.0145 0.2943
H -9.175 -11.831 -4.021 -0.0110 0.0227 0.0675 0.2635
H -8.098 -12.375 -2.718 -0.0537 0.0373 0.0106 0.2686
C -8.746 10.063 -0.455 0.4131 0.2288 0.3365 -0.7799
C -7.720 10.665 0.429 -0.4653 -0.1068 -0.4071 0.4167
N -6.924 11.130 1.114 -0.1829 0.0249 -0.1466 -0.4125
H -8.308 9.831 -1.425 0.0110 0.0263 0.0660 0.2645
H -9.129 9.146 -0.008 0.0335 0.0546 0.0040 0.2779
H -9.570 10.763 -0.594 0.0600 -0.0194 0.0355 0.3055
C -1.323 -2.671 -8.195 -0.3647 0.1076 0.4327 -0.8179
C -2.291 -2.385 -7.110 0.2810 -0.0434 -0.5708 0.4409
N -3.041 -2.164 -6.268 -0.0002 0.0331 -0.3566 -0.4268
H -1.644 -2.183 -9.115 -0.0131 -0.0114 0.0712 0.3153
H -0.337 -2.297 -7.919 -0.0638 -0.0115 0.0174 0.2505
H -1.262 -3.745 -8.363 -0.0245 0.0542 0.0362 0.2750
```
Positions in Å, forces in eV/Å.

***

Entry 2:
# C24H20Cl3GaN5O2S2

C24H20Cl3GaN5O2S2 as an isolated structure (ωB97M-V/def2-TZVPD, the OMol25 dataset).

Output
Maximum force   1.06 eV Å⁻¹
Molecular weight   650.7 g mol⁻¹
Gap between HOMO and LUMO   0.2926 Eh
Calculated total energy   -148368.870 eV
Total charge   +1
E_HOMO   -10.94 eV

The geometry in XYZ format:
```
57
Properties=species:S:1:pos:R:3:forces:R:3:mulliken_charge:R:1
Ga 0.537 -3.712 0.048 0.6067 0.4903 -0.7118 0.0351
N 3.493 -5.170 -2.468 0.0403 0.0410 0.0773 -0.4088
C 2.356 -4.777 -1.869 -0.2566 -0.1385 0.3033 0.6891
S 2.334 -5.052 -0.092 -0.3257 0.1719 -0.0748 -0.3408
N 1.405 -4.277 -2.587 0.2422 0.0246 -0.6227 -1.2827
N 0.302 -3.868 -1.896 0.0692 0.1108 0.6599 0.8388
C -0.805 -3.638 -2.511 0.1916 -0.1056 -0.0950 -0.0863
C -2.036 -3.303 -1.849 -0.2440 0.1086 0.2349 0.8334
C -3.158 -3.040 -2.657 0.0745 -0.0177 -0.0149 -0.8269
C -4.385 -2.755 -2.112 -0.1555 0.0336 -0.0288 -0.7619
C -4.535 -2.745 -0.725 0.1232 -0.0163 -0.0532 -0.4519
C -3.459 -3.012 0.096 -0.0058 0.0158 0.0537 -0.5372
C -2.201 -3.276 -0.442 0.1713 0.0106 -0.2401 0.5495
O -1.197 -3.476 0.428 -0.3539 -0.1118 0.6304 -0.6019
H 4.181 -5.684 -1.951 0.0592 -0.0046 -0.0601 0.1899
H 3.561 -5.107 -3.470 -0.0206 -0.0586 -0.0217 0.2454
H -0.799 -3.744 -3.593 -0.0255 -0.0086 -0.0079 0.4630
H -3.041 -3.068 -3.734 0.0271 -0.0003 0.0044 0.3777
H -5.233 -2.550 -2.751 0.0218 -0.0019 -0.0085 0.4481
H -5.499 -2.526 -0.286 -0.0093 -0.0135 -0.0023 0.4187
H -3.557 -3.020 1.173 -0.0102 0.0161 -0.0075 0.4972
Cl -4.177 1.359 -1.598 -0.1288 -0.0358 -0.0752 -0.1868
C -2.788 1.621 -0.611 0.1995 0.0141 0.0780 0.3712
C -1.533 1.681 -1.191 -0.0282 -0.0283 -0.0764 -1.0635
C -0.431 1.890 -0.380 -0.0094 0.0016 0.0298 -0.0571
C -0.545 2.036 0.999 -0.0210 0.0673 0.0964 0.0585
C 0.716 2.242 1.810 -0.0415 -0.1230 -0.0849 -0.1244
C 1.037 1.015 2.690 -0.1631 0.5445 0.0193 -1.3433
N 1.411 -0.126 1.874 0.0927 -0.2173 0.0798 0.3114
C 2.668 -0.381 1.374 0.0884 -0.1247 -0.1582 -0.3913
C 2.573 -1.519 0.640 0.0432 0.2407 -0.0369 -0.6130
N 1.262 -1.938 0.670 -0.1830 -0.6673 0.1757 0.0618
C 0.596 -1.087 1.442 -0.1659 0.1229 -0.2441 -0.0119
O 0.623 3.378 2.630 -0.0741 -0.1885 0.2082 -0.2707
C 1.705 4.292 2.495 0.0505 0.1382 -0.1429 -0.7119
C 1.814 4.844 1.103 -0.1367 0.0527 0.0818 0.3019
C 0.802 5.512 0.474 0.1817 -0.0276 -0.2118 0.5325
Cl -0.736 5.865 1.129 -0.0481 0.0360 -0.0335 -0.1680
S 1.224 5.993 -1.125 -0.0019 -0.1022 0.2483 -0.1531
C 2.783 5.298 -0.958 -0.0915 0.0769 -0.1452 -0.4008
C 2.956 4.726 0.261 0.0551 -0.0485 0.0262 -0.7014
C -1.828 1.975 1.555 0.1487 -0.0669 -0.3007 0.8496
Cl -2.097 2.133 3.256 0.0264 0.0259 0.1147 -0.2012
C -2.944 1.771 0.757 -0.0503 -0.0114 0.0303 -0.8566
H -1.421 1.576 -2.261 -0.0200 0.0018 -0.0025 0.4941
H 0.551 1.956 -0.834 0.0079 0.0225 0.0124 0.4916
H 1.535 2.365 1.091 -0.0021 -0.0438 0.0062 0.2794
H 0.164 0.760 3.283 0.0243 -0.0899 0.0876 0.4383
H 1.856 1.266 3.364 0.0322 -0.1107 -0.0242 0.3035
H 3.511 0.254 1.586 -0.0368 0.0109 0.0316 0.4721
H 3.332 -2.050 0.093 -0.0107 -0.0276 0.0374 0.4827
H -0.461 -1.143 1.653 0.0233 0.0141 0.0671 0.5694
H 2.655 3.818 2.774 -0.0216 0.0065 0.0390 0.3008
H 1.491 5.083 3.213 0.0285 -0.0263 0.0200 0.2964
H 3.486 5.361 -1.773 0.0043 -0.0096 0.0228 0.4458
H 3.873 4.242 0.568 0.0000 0.0211 -0.0012 0.4111
H -3.928 1.731 1.202 0.0080 0.0060 0.0103 0.4956
```
Positions in Å, forces in eV/Å.

***

Entry 3:
# C5H11NO2

A 3-piece molecular cluster, C5H11NO2 overall (ωB97M-V/def2-TZVPD, the OMol25 dataset).

Output
Maximum force   4.98 eV Å⁻¹
Molecular weight   117.1 g mol⁻¹
Gap between HOMO and LUMO   0.3245 Eh
ΔE to the lowest compared entry with this formula, charge and spin   201.9 kJ/mol
Calculated total energy   -10947.175 eV
E_HOMO   -8.22 eV
SMILES   Cc1ccc[nH]1.O.O

The geometry in XYZ format:
```
19
Properties=species:S:1:pos:R:3:forces:R:3:mulliken_charge:R:1
C -0.965 -1.985 0.802 0.7004 1.8310 0.5747 -0.4358
C -0.860 -2.009 -0.591 -0.6590 0.6332 2.2286 -0.7131
N -1.164 -0.697 -1.020 1.2144 -2.3206 4.2312 -0.0622
C -1.296 0.080 0.111 -0.0375 0.5172 -2.2815 0.4298
C -1.161 -0.579 1.242 -0.0734 -3.7250 -1.7808 -0.4103
C -1.410 1.509 0.037 -4.2917 1.5891 1.0000 -0.9649
H -0.781 -2.685 1.604 0.1020 -0.7555 -0.7589 0.3875
H -0.502 -2.852 -1.157 -0.4327 0.2728 -0.5601 0.3872
H -1.275 -0.343 -1.888 -0.2439 0.9070 -3.2273 0.1134
H -1.238 -0.075 2.147 -0.0032 0.0760 1.6805 0.4778
H -0.491 1.983 0.039 1.7704 1.1870 0.0408 0.1877
H -2.051 1.900 -0.791 0.5922 -0.3478 0.3654 0.3564
H -2.020 1.771 0.995 1.3038 0.1538 -1.5668 0.2795
H 1.592 1.024 0.099 0.0138 -0.1297 -0.1040 0.2663
H 1.939 2.169 1.037 -0.0139 -0.9953 0.0745 0.3254
O 1.843 1.190 1.012 0.1363 1.1621 0.0821 -0.6118
H 3.830 0.037 -0.690 0.2739 -0.1347 1.2636 0.3280
H 2.615 -0.454 -1.463 -2.3134 -1.6527 0.5017 0.2979
O 3.396 0.015 -1.522 1.9613 1.7322 -1.7637 -0.6390
```
Positions in Å, forces in eV/Å.

***

no.,E_LUMO (Ha)
1,0.002
2,-0.109
3,0.023